Here is a structure of composition C30H36AsBrN4NiOSSbSe4 from OMol25. Energies are from ωB97M-V/def2-TZVPD.

## Properties
<S²>: 2.01
HOMO level (spin up / spin down) in eV: -5.4 / -5.4
Spin multiplicity: 3
Molar mass in g/mol: 1151.83
Orbital gap (spin up / spin down) in eV: 7.2 / 5.6
Net charge: -1
E_LUMO (spin up / spin down) in eV: 1.8 / 0.2
Total energy in Ha: -18021.3375

Cartesian coordinates (Å):
1 Ni -1.3585 0.2281 -0.1367
2 C -2.1721 3.2293 1.9086
3 As -1.9426 1.3000 1.7814
4 C -3.6926 0.7274 2.3933
5 C -0.8493 0.9845 3.3528
6 H -2.5838 3.4606 2.8915
7 H -2.8460 3.5751 1.1266
8 H -1.2123 3.7322 1.7958
9 H -3.8319 1.0132 3.4364
10 H -3.7577 -0.3537 2.2918
11 H -4.4551 1.1984 1.7740
12 H -1.3657 1.3576 4.2387
13 H 0.1134 1.4799 3.2546
14 H -0.6671 -0.0839 3.4420
15 Br -3.2193 5.1504 -4.2206
16 C -2.7285 3.7688 -3.0021
17 C -1.6956 3.9831 -2.1086
18 C -1.3495 2.9580 -1.2363
19 C -1.9752 1.7091 -1.2267
20 C -3.0260 1.5584 -2.1408
21 C -3.4076 2.5640 -3.0209
22 H -1.1732 4.9312 -2.0882
23 H -0.5494 3.1612 -0.5344
24 H -3.5536 0.6155 -2.1951
25 H -4.2172 2.4062 -3.7215
26 N -3.0312 -7.3288 5.9679
27 C -2.7441 -6.4644 5.2655
28 C -2.3876 -5.3832 4.3902
29 C -1.0876 -4.8775 4.3941
30 C -0.7495 -3.8354 3.5542
31 C -1.7034 -3.2786 2.6902
32 C -3.0035 -3.7984 2.6965
33 C -3.3454 -4.8390 3.5373
34 C -1.3745 -2.1924 1.8222
35 C -1.0733 -1.2886 1.0491
36 H -0.3470 -5.3035 5.0572
37 H 0.2576 -3.4422 3.5485
38 H -3.7388 -3.3781 2.0231
39 H -4.3510 -5.2373 3.5357
40 C 2.7406 -2.8626 -2.3357
41 C 1.5970 -2.1334 -2.9558
42 C 1.6307 -1.4543 -4.1460
43 C 0.4790 -0.7410 -4.5245
44 N -0.6461 -0.7588 -3.8367
45 C -0.6974 -1.4592 -2.6947
46 S -2.0584 -1.6228 -1.7169
47 N 0.4383 -2.1141 -2.2769
48 C 0.4784 0.1155 -5.7532
49 H 3.6532 -2.6992 -2.9046
50 H 2.5321 -3.9330 -2.3009
51 H 2.8992 -2.5160 -1.3118
52 H 2.5340 -1.4256 -4.7362
53 H 0.3793 -2.5229 -1.3481
54 H 1.4265 0.0738 -6.2857
55 H 0.2688 1.1447 -5.4601
56 H -0.3289 -0.1979 -6.4147
57 Se 2.8351 0.3540 4.3016
58 Sb 3.4724 -1.3754 2.7691
59 Se 5.2922 -1.0776 1.2249
60 Se 3.8757 -3.2592 4.3833
61 Se 1.6466 -2.2854 1.2823
62 O 0.7915 0.4486 -1.0426
63 C 1.9304 0.6312 -0.6379
64 C 3.1512 0.5869 -1.5192
65 C 3.5113 2.0383 -1.8937
66 C 3.6210 3.0410 -0.7335
67 C 2.2761 3.4179 -0.0963
68 C 1.7726 2.4151 0.9568
69 N 2.2078 1.0579 0.6426
70 H 2.9598 0.0121 -2.4226
71 H 3.9755 0.1286 -0.9655
72 H 2.7621 2.4113 -2.6004
73 H 4.4641 2.0141 -2.4271
74 H 4.0729 3.9504 -1.1373
75 H 4.3201 2.6694 0.0234
76 H 1.5444 3.4969 -0.9040
77 H 2.3422 4.4093 0.3591
78 H 0.6849 2.4404 1.0225
79 H 2.1734 2.6354 1.9469
80 H 3.1854 0.9385 0.8825

These are the Löwdin partial charges, in e, on atoms 1 to 4: atom 1 (Ni): -0.010, atom 2 (C): -0.270, atom 3 (As): 1.128, atom 4 (C): -0.255